201
Properties=species:S:1:pos:R:3:lowdin_charge:R:1 method="wB97M-V/def2-TZVPD" e_lumo_ev=0.4 energy_ha=-3866.09172 orbital_gap_ev=8.8 fmax_ha_per_bohr=0.0498 homo_energy_ev=-8.39 spin_multiplicity=1
C -14.07 29.58 1.75 -0.118
O -14.82 29.02 0.68 -0.192
C -13.92 28.38 -0.25 -0.223
C -14.70 27.39 -1.07 -0.219
N -15.03 27.76 -2.47 -0.047
C -16.26 28.56 -2.38 -0.223
C -17.02 28.62 -3.70 -0.234
O -18.25 29.32 -3.61 -0.179
C -19.07 29.27 -4.77 -0.100
H -13.65 28.83 2.41 0.088
H -14.78 30.23 2.25 0.087
H -13.32 30.28 1.36 0.085
H -13.08 27.87 0.22 0.115
H -13.49 29.12 -0.91 0.126
H -15.61 27.06 -0.57 0.113
H -14.14 26.45 -1.10 0.112
H -15.19 26.90 -2.97 0.096
H -16.11 29.56 -1.98 0.128
H -17.00 28.11 -1.71 0.114
H -17.22 27.57 -3.92 0.112
H -16.38 29.13 -4.41 0.127
H -19.23 28.27 -5.18 0.059
H -18.57 29.76 -5.61 0.081
H -19.99 29.83 -4.62 0.090
C -18.36 23.87 -6.22 -0.086
O -19.67 24.00 -5.59 -0.192
C -19.73 25.23 -4.89 -0.220
C -21.18 25.35 -4.34 -0.181
N -22.12 25.23 -5.45 -0.063
C -23.43 24.86 -4.96 -0.212
C -24.40 24.54 -6.11 -0.199
O -23.99 23.37 -6.82 -0.186
C -24.87 23.04 -7.88 -0.108
H -17.54 24.00 -5.51 0.083
H -18.21 24.67 -6.95 0.074
H -18.21 22.92 -6.72 0.081
H -19.50 26.00 -5.63 0.098
H -19.01 25.32 -4.08 0.118
H -21.25 26.32 -3.83 0.107
H -21.37 24.67 -3.50 0.114
H -21.85 24.51 -6.11 0.099
H -23.90 25.67 -4.40 0.113
H -23.28 24.06 -4.24 0.117
H -24.44 25.48 -6.68 0.110
H -25.41 24.38 -5.72 0.122
H -25.85 22.73 -7.52 0.092
H -24.46 22.24 -8.51 0.087
H -25.06 23.91 -8.52 0.079
C -18.63 19.55 -20.86 -0.095
O -19.43 19.13 -19.75 -0.182
C -20.82 19.11 -20.04 -0.264
C -21.60 18.67 -18.87 -0.202
N -21.70 19.83 -17.93 -0.051
C -22.69 19.55 -16.90 -0.224
C -22.93 20.79 -16.00 -0.190
O -23.73 21.78 -16.68 -0.192
C -23.86 22.94 -15.85 -0.100
H -18.82 18.90 -21.72 0.080
H -17.59 19.49 -20.56 0.087
H -18.90 20.55 -21.22 0.074
H -20.99 18.37 -20.82 0.122
H -21.19 20.07 -20.40 0.126
H -21.29 17.76 -18.36 0.129
H -22.61 18.47 -19.25 0.115
H -22.11 20.62 -18.41 0.101
H -22.29 18.77 -16.25 0.115
H -23.64 19.16 -17.27 0.114
H -21.99 21.26 -15.71 0.108
H -23.53 20.45 -15.15 0.118
H -24.25 23.79 -16.40 0.088
H -22.90 23.22 -15.41 0.058
H -24.54 22.81 -15.00 0.082
C -22.21 27.54 -16.37 -0.080
O -21.09 27.75 -17.17 -0.229
C -21.02 28.95 -17.91 -0.207
C -21.02 30.26 -17.13 -0.198
N -19.83 30.27 -16.27 -0.051
C -19.52 31.55 -15.66 -0.203
C -18.37 31.54 -14.66 -0.228
O -17.16 31.23 -15.31 -0.200
C -16.04 31.00 -14.39 -0.060
H -23.16 27.68 -16.89 0.098
H -22.10 28.21 -15.52 0.075
H -22.16 26.50 -16.03 0.088
H -21.83 29.08 -18.63 0.117
H -20.14 28.92 -18.55 0.123
H -21.94 30.43 -16.56 0.114
H -21.00 31.10 -17.83 0.120
H -19.97 29.58 -15.54 0.064
H -20.44 31.91 -15.18 0.117
H -19.31 32.21 -16.51 0.120
H -18.62 30.86 -13.84 0.108
H -18.28 32.55 -14.26 0.121
H -15.99 31.87 -13.73 0.081
H -15.08 30.91 -14.90 0.080
H -16.27 30.11 -13.80 0.070
C -21.05 28.59 -8.45 -0.062
O -21.44 27.47 -9.25 -0.243
C -22.12 26.47 -8.52 -0.199
C -22.39 25.24 -9.42 -0.133
N -23.22 25.49 -10.62 -0.064
C -23.64 24.28 -11.40 -0.145
C -22.48 23.97 -12.31 -0.241
O -22.03 25.01 -13.15 -0.176
C -20.83 24.59 -13.84 -0.079
H -21.90 28.87 -7.83 0.092
H -20.82 29.39 -9.16 0.097
H -20.17 28.32 -7.87 0.088
H -22.98 26.88 -7.99 0.112
H -21.45 26.14 -7.71 0.100
H -22.82 24.42 -8.83 0.098
H -21.42 24.93 -9.82 0.108
H -22.70 26.02 -11.32 0.098
H -24.59 24.46 -11.90 0.121
H -23.79 23.43 -10.73 0.089
H -22.78 23.13 -12.95 0.109
H -21.66 23.51 -11.75 0.105
H -20.02 24.55 -13.12 0.065
H -20.60 25.26 -14.67 0.078
H -20.95 23.62 -14.33 0.069
C -18.71 24.50 -20.89 -0.113
O -17.93 25.22 -19.96 -0.200
C -18.65 25.67 -18.82 -0.195
C -17.79 26.39 -17.76 -0.175
N -18.57 26.65 -16.55 -0.062
C -17.84 27.57 -15.67 -0.163
C -18.53 27.73 -14.31 -0.195
O -19.85 28.18 -14.40 -0.245
C -20.51 28.43 -13.17 -0.065
H -19.68 24.95 -21.10 0.084
H -18.82 23.47 -20.58 0.079
H -18.16 24.59 -21.83 0.087
H -19.09 24.77 -18.36 0.126
H -19.40 26.32 -19.26 0.117
H -17.39 27.31 -18.19 0.119
H -16.96 25.75 -17.45 0.097
H -19.51 26.98 -16.78 0.075
H -17.72 28.55 -16.13 0.115
H -16.90 27.06 -15.50 0.097
H -17.88 28.36 -13.70 0.114
H -18.61 26.77 -13.79 0.106
H -19.96 29.16 -12.57 0.086
H -20.59 27.48 -12.64 0.075
H -21.47 28.94 -13.31 0.098
C -18.26 26.21 -10.45 -0.089
O -17.15 25.76 -11.21 -0.194
C -17.31 24.49 -11.83 -0.195
C -16.07 24.11 -12.67 -0.172
N -15.91 24.94 -13.86 -0.074
C -14.61 24.73 -14.48 -0.188
C -14.39 25.45 -15.79 -0.208
O -14.43 26.88 -15.62 -0.214
C -14.14 27.65 -16.81 -0.077
H -18.01 27.14 -9.93 0.093
H -18.53 25.50 -9.67 0.077
H -19.11 26.37 -11.11 0.069
H -18.20 24.48 -12.47 0.083
H -17.51 23.78 -11.03 0.107
H -15.88 23.06 -12.90 0.127
H -15.24 24.35 -11.99 0.117
H -16.07 25.90 -13.57 0.118
H -14.46 23.66 -14.62 0.129
H -13.77 25.08 -13.87 0.123
H -15.16 25.07 -16.47 0.106
H -13.43 25.23 -16.27 0.122
H -14.15 28.73 -16.68 0.081
H -14.82 27.37 -17.61 0.078
H -13.11 27.42 -17.08 0.082
O -19.20 21.55 -14.42 -0.051
H -19.06 22.46 -14.67 -0.012
H -19.04 21.04 -15.21 0.054
O -22.67 31.74 -8.99 -0.063
H -23.58 31.98 -8.83 0.033
H -22.70 30.83 -9.29 -0.021
O -23.59 28.95 -10.18 -0.052
H -22.83 28.42 -9.93 -0.019
H -24.30 28.31 -10.35 -0.011
O -26.02 21.82 -11.54 -0.057
H -26.29 21.34 -12.33 0.034
H -25.06 21.78 -11.56 -0.023
O -22.72 28.41 -4.94 -0.052
H -23.17 28.13 -4.14 0.031
H -22.91 27.72 -5.58 0.001
O -18.14 24.07 -15.25 -0.075
H -17.33 24.33 -14.77 -0.008
H -18.36 24.85 -15.78 0.001
O -23.06 20.91 -11.37 -0.055
H -23.30 20.21 -10.76 0.052
H -22.09 20.88 -11.42 -0.013
O -25.57 26.96 -10.78 -0.068
H -25.89 26.74 -9.90 0.042
H -24.77 26.43 -10.89 -0.020
C -20.45 21.75 -9.60 -0.067
C -19.61 21.44 -10.84 -0.288
O -20.37 20.75 -11.82 -0.087
H -20.78 20.85 -9.09 0.084
H -21.31 22.38 -9.81 0.045
H -19.81 22.26 -8.88 0.067
H -18.83 20.75 -10.52 0.111
H -18.97 22.25 -11.20 0.088
H -19.92 20.92 -12.66 0.050


114
Properties=species:S:1:pos:R:3:lowdin_charge:R:1 method="wB97M-V/def2-TZVPD" e_lumo_ev=0.2 energy_ha=-2351.33897 orbital_gap_ev=6.8 fmax_ha_per_bohr=0.3557 homo_energy_ev=-6.55 spin_multiplicity=1
C -18.76 -4.53 -27.55 -0.240
O -17.55 -4.30 -27.48 -0.047
N -19.55 -4.13 -28.54 -0.062
C -21.01 -4.20 -28.44 -0.033
C -19.06 -3.37 -29.69 -0.064
H -19.35 -4.99 -26.73 0.140
H -21.47 -4.52 -27.50 0.093
H -21.26 -4.97 -29.17 0.103
H -21.49 -3.32 -28.87 0.069
H -19.46 -2.36 -29.70 0.049
H -17.99 -3.18 -29.68 0.062
H -19.30 -3.95 -30.59 0.096
C -19.25 1.63 -25.63 -0.235
O -18.98 0.87 -26.53 -0.191
N -18.38 1.88 -24.59 -0.085
C -17.03 1.26 -24.50 -0.064
C -18.98 2.59 -23.40 -0.009
H -20.17 2.22 -25.51 0.120
H -16.80 0.58 -25.33 0.034
H -16.92 0.65 -23.61 0.113
H -16.25 2.02 -24.47 0.109
H -19.83 3.20 -23.69 0.087
H -19.14 1.82 -22.64 0.089
H -18.25 3.30 -23.02 0.082
C -15.65 -0.21 -27.59 -0.319
O -16.60 0.53 -27.58 0.004
N -15.59 -1.45 -28.05 -0.161
C -14.40 -2.25 -28.03 -0.015
C -16.75 -2.12 -28.55 -0.039
H -14.66 0.12 -27.24 0.165
H -14.08 -2.58 -29.02 0.093
H -14.55 -3.22 -27.56 0.097
H -13.54 -1.76 -27.57 0.104
H -16.93 -2.98 -27.91 0.063
H -17.69 -1.57 -28.57 0.069
H -16.53 -2.33 -29.59 0.026
C -17.86 1.19 -29.55 -0.230
O -18.77 2.06 -29.46 -0.046
N -17.12 0.94 -30.66 -0.106
C -15.95 0.04 -30.62 0.029
C -17.47 1.53 -31.98 -0.005
H -17.51 0.51 -28.76 0.100
H -15.84 -0.46 -29.66 0.071
H -15.07 0.61 -30.92 0.108
H -16.12 -0.70 -31.40 0.082
H -17.70 0.76 -32.71 0.063
H -18.30 2.22 -31.80 0.091
H -16.68 2.19 -32.34 0.098
C -18.66 -0.90 -30.70 -0.326
O -18.58 -1.06 -29.49 -0.295
N -18.09 -1.67 -31.63 -0.084
C -18.39 -1.43 -33.01 -0.078
C -17.17 -2.81 -31.27 -0.033
H -19.07 0.02 -31.14 0.078
H -17.48 -1.28 -33.59 0.097
H -19.04 -0.58 -33.23 0.046
H -18.80 -2.32 -33.48 0.094
H -16.28 -2.98 -31.87 0.119
H -16.79 -2.62 -30.26 -0.023
H -17.67 -3.78 -31.26 0.097
C -16.76 -3.24 -25.75 -0.028
C -16.51 -1.71 -25.62 -0.388
O -15.40 -1.28 -25.34 0.027
C -17.69 -0.82 -25.62 -0.089
H -17.16 -3.47 -26.73 -0.098
H -17.47 -3.76 -25.11 0.018
H -15.77 -3.68 -25.65 0.094
H -17.68 -0.29 -24.67 0.072
H -18.64 -1.34 -25.74 0.077
H -17.55 -0.07 -26.40 0.045
C -19.14 2.96 -27.92 -0.042
C -20.31 3.84 -28.07 -0.470
O -20.35 4.86 -28.70 0.053
C -21.56 3.55 -27.23 -0.027
H -18.73 2.89 -28.93 -0.092
H -19.39 1.95 -27.59 0.050
H -18.37 3.30 -27.23 0.140
H -21.26 3.03 -26.32 0.032
H -22.16 2.82 -27.79 0.059
H -22.25 4.39 -27.16 0.085
C -24.78 -1.98 -26.15 0.001
C -23.50 -2.25 -26.95 -0.396
O -23.13 -3.42 -27.26 -0.039
C -22.71 -1.09 -27.44 -0.114
H -25.12 -2.94 -25.76 0.076
H -25.53 -1.73 -26.90 0.087
H -24.66 -1.24 -25.35 0.087
H -22.07 -0.72 -26.64 0.040
H -23.31 -0.31 -27.90 0.117
H -22.09 -1.45 -28.25 0.034
C -19.30 -0.31 -28.19 -0.213
C -20.45 0.30 -27.61 -0.300
N -21.40 0.83 -27.18 0.161
H -18.81 0.31 -28.94 0.061
H -19.54 -1.26 -28.67 0.071
H -18.53 -0.47 -27.44 0.108
C -20.76 1.64 -30.09 0.001
C -20.32 1.13 -31.43 -0.225
N -20.07 0.74 -32.42 0.168
H -21.52 0.97 -29.68 0.070
H -21.13 2.65 -30.24 0.116
H -19.91 1.66 -29.40 -0.045
C -20.74 -2.15 -26.24 -0.065
C -19.75 -2.99 -25.56 -0.163
N -18.99 -3.69 -24.98 0.153
H -20.22 -1.67 -27.07 0.067
H -21.02 -1.37 -25.53 0.125
H -21.57 -2.70 -26.66 0.041
C -20.93 -2.57 -31.49 -0.016
C -21.08 -1.62 -30.41 -0.178
N -21.20 -0.88 -29.57 0.152
H -20.91 -2.05 -32.45 0.093
H -21.72 -3.32 -31.49 0.114
H -19.96 -3.07 -31.50 0.046


59
Properties=species:S:1:pos:R:3:lowdin_charge:R:1 method="wB97M-V/def2-TZVPD" e_lumo_ev="-9.4 / -9.9" energy_ha=-4738.54504 orbital_gap_ev="7.3 / 7.4" fmax_ha_per_bohr=0.0095 homo_energy_ev="-16.73 / -17.28" charge=+2 spin_multiplicity=2
Au -0.53 -0.91 0.57 1.453
C 1.32 0.51 3.54 -0.002
C 1.94 -0.26 2.41 -0.575
C 3.32 0.26 2.04 -0.040
C 1.90 -1.75 2.58 -0.017
O 1.08 0.09 1.16 -0.411
Ge 1.76 0.47 -0.60 1.109
O 0.64 1.71 -1.08 -0.242
C 0.93 3.13 -1.36 -0.649
C 2.06 3.22 -2.37 -0.029
C 1.25 3.82 -0.05 -0.020
C -0.39 3.64 -1.96 -0.001
O 0.68 -1.01 -1.00 -0.428
C 0.65 -1.86 -2.30 -0.555
C 2.04 -1.65 -2.87 -0.031
C -0.43 -1.28 -3.17 0.003
C 0.42 -3.28 -1.85 -0.007
H 1.89 0.32 4.45 0.118
H 0.29 0.19 3.73 0.077
H 1.34 1.59 3.35 0.104
H 3.99 0.12 2.89 0.124
H 3.31 1.33 1.82 0.092
H 3.76 -0.31 1.21 0.084
H 2.54 -2.04 3.41 0.118
H 2.27 -2.28 1.69 0.096
H 0.89 -2.11 2.83 0.088
H 2.97 2.79 -1.93 0.082
H 2.26 4.25 -2.62 0.110
H 1.80 2.68 -3.28 0.098
H 2.17 3.41 0.38 0.082
H 0.44 3.71 0.67 0.098
H 1.42 4.88 -0.22 0.109
H -0.62 3.10 -2.88 0.094
H -0.28 4.70 -2.18 0.108
H -1.21 3.52 -1.25 0.095
H 2.21 -0.60 -3.15 0.085
H 2.13 -2.22 -3.79 0.124
H 2.82 -2.00 -2.19 0.101
H -0.27 -0.22 -3.36 0.099
H -1.42 -1.41 -2.74 0.072
H -0.42 -1.80 -4.13 0.120
H 1.22 -3.63 -1.21 0.102
H 0.41 -3.92 -2.74 0.119
H -0.55 -3.41 -1.37 0.077
F -4.81 0.52 3.65 0.215
C -3.52 0.56 3.48 -0.695
F -3.14 1.69 2.93 0.192
F -2.88 0.36 4.62 0.196
S -3.05 -0.86 2.37 0.740
O -1.53 -0.63 2.27 -0.433
O -3.39 -2.10 2.96 -0.177
N -3.71 -0.44 1.02 -0.271
S -3.41 -1.14 -0.34 0.708
O -3.49 -0.28 -1.46 -0.191
O -2.08 -1.91 -0.21 -0.440
C -4.57 -2.58 -0.56 -0.687
F -5.79 -2.09 -0.56 0.212
F -4.28 -3.14 -1.71 0.200
F -4.40 -3.42 0.43 0.198


52
Properties=species:S:1:pos:R:3:lowdin_charge:R:1 method="wB97M-V/def2-TZVPD" e_lumo_ev=-4.9 energy_ha=-1158.99319 orbital_gap_ev=6.3 relative_energy_kcal_mol=0.0 fmax_ha_per_bohr=0.0335 homo_energy_ev=-11.23 charge=+1 spin_multiplicity=1
Sr -1.27 -0.55 2.88 1.683
F -0.19 -1.14 0.82 -0.631
C -2.68 2.59 4.31 -0.041
C -3.18 2.33 2.91 -0.412
C -2.17 2.68 1.85 -0.193
O -1.07 1.79 1.89 -0.347
C -0.04 2.07 0.94 -0.070
N -3.54 0.89 2.76 -0.050
H -3.16 1.98 5.08 0.087
H -2.79 3.63 4.64 0.099
H -1.60 2.40 4.38 0.082
H -4.05 2.94 2.67 0.155
H -1.86 3.72 2.02 0.150
H -2.59 2.68 0.84 0.148
H -0.13 1.43 0.06 0.065
H 0.95 1.85 1.35 0.092
H -0.03 3.11 0.62 0.108
H -4.34 0.65 3.32 0.101
H -3.81 0.69 1.80 0.101
C 0.24 -1.39 -4.60 -0.054
C 0.19 -0.99 -3.14 -0.438
C 0.33 0.51 -2.90 -0.231
O 1.63 0.90 -3.25 -0.191
C 1.94 2.20 -2.82 -0.109
N -0.99 -1.56 -2.47 0.053
H 0.13 -2.47 -4.73 0.081
H 1.24 -1.16 -4.99 0.086
H -0.44 -0.86 -5.26 0.085
H 1.10 -1.42 -2.68 0.128
H 0.11 0.68 -1.83 0.084
H -0.45 1.06 -3.43 0.138
H 1.77 2.32 -1.74 0.073
H 1.36 2.95 -3.37 0.095
H 3.00 2.37 -2.97 0.099
H -0.91 -1.63 -1.48 0.017
H -1.24 -2.43 -2.91 0.065
C 0.86 -4.69 0.81 -0.648
O 0.86 -5.90 0.95 0.043
N 1.79 -3.83 1.40 0.144
N -0.02 -3.96 0.02 0.141
H 2.34 -4.17 2.18 0.099
H 1.53 -2.86 1.41 0.024
H 0.07 -2.96 0.12 0.022
H -0.82 -4.43 -0.36 0.100
C 3.27 -0.12 0.40 -0.647
O 4.44 0.15 0.49 0.058
N 2.58 -0.17 -0.80 0.185
N 2.49 -0.45 1.51 0.125
H 1.59 -0.30 -0.81 0.050
H 3.06 0.07 -1.65 0.101
H 2.93 -0.40 2.41 0.097
H 1.56 -0.80 1.37 0.000


62
Properties=species:S:1:pos:R:3:lowdin_charge:R:1 method="wB97M-V/def2-TZVPD" e_lumo_ev=0.5 energy_ha=-2732.60506 smiles="CN(C)c1ccc(NC(=S)N(CCc2ccccc2)[C@H]2CC(=O)N(c3c(Cl)cccc3Cl)C2=O)cc1" orbital_gap_ev=8.1 relative_energy_kcal_mol=3.4 fmax_ha_per_bohr=0.0168 homo_energy_ev=-7.65 spin_multiplicity=1
C 2.68 -0.31 6.00 -0.068
N 2.18 -1.45 5.27 -0.198
C 2.09 -2.71 5.95 -0.068
C 2.08 -1.39 3.90 -0.236
C 2.28 -0.20 3.20 -0.013
C 2.13 -0.14 1.83 -0.037
C 1.77 -1.27 1.10 -0.276
N 1.63 -1.24 -0.30 0.058
C 1.19 -0.26 -1.12 -0.723
S 1.70 -0.31 -2.71 0.814
N 0.36 0.73 -0.69 -0.047
C -0.58 0.50 0.39 -0.123
C -1.57 -0.64 0.07 -0.108
C -2.53 -0.80 1.21 -0.231
C -3.83 -0.33 1.13 -0.039
C -4.69 -0.46 2.21 -0.086
C -4.26 -1.06 3.37 -0.097
C -2.97 -1.54 3.46 -0.083
C -2.10 -1.41 2.39 -0.036
C 0.02 1.72 -1.68 -0.216
C 1.13 2.70 -2.05 -0.028
C 0.96 2.94 -3.54 -0.447
O 1.44 3.82 -4.20 0.110
N 0.10 1.97 -4.01 0.022
C -0.24 1.83 -5.37 -0.234
C 0.71 1.43 -6.32 -0.562
Cl 2.32 1.12 -5.82 0.754
C 0.36 1.29 -7.65 -0.093
C -0.95 1.53 -8.04 -0.070
C -1.91 1.92 -7.12 -0.094
C -1.54 2.07 -5.80 -0.567
Cl -2.71 2.60 -4.65 0.761
C -0.40 1.11 -3.03 -0.540
O -1.23 0.25 -3.21 0.064
C 1.61 -2.47 1.78 -0.028
C 1.76 -2.53 3.15 -0.028
H 2.02 0.55 5.87 0.089
H 3.69 -0.02 5.67 0.094
H 2.72 -0.54 7.06 0.081
H 1.12 -3.18 5.76 0.087
H 2.88 -3.40 5.66 0.094
H 2.16 -2.55 7.03 0.082
H 2.56 0.70 3.72 0.096
H 2.31 0.80 1.31 0.124
H 2.08 -2.00 -0.80 0.124
H -0.05 0.27 1.31 0.098
H -1.14 1.43 0.55 0.135
H -1.00 -1.56 -0.07 0.122
H -2.09 -0.41 -0.86 0.113
H -4.16 0.14 0.22 0.113
H -5.70 -0.09 2.13 0.101
H -4.94 -1.16 4.21 0.099
H -2.63 -2.01 4.37 0.100
H -1.09 -1.79 2.46 0.099
H -0.86 2.27 -1.32 0.166
H 1.10 3.64 -1.50 0.131
H 2.11 2.24 -1.90 0.112
H 1.10 0.99 -8.37 0.105
H -1.22 1.41 -9.08 0.109
H -2.92 2.11 -7.43 0.105
H 1.36 -3.36 1.23 0.120
H 1.62 -3.49 3.63 0.095